DFT (wB97M-V/def2-TZVPD) results for a 2-piece molecular cluster, C6H12N2O overall at a distorted geometry.

Geometry as ORCA input:
```
! RIJCOSX wB97M-V def2-TZVPD def2/J DEFGRID3
* xyz 0 1
C -2.0309 0.4642 -0.2003
C -1.1610 1.2520 -1.2175
C 0.3521 1.4423 -0.9556
C 0.9398 0.8029 0.2760
C 1.0674 -0.5496 0.5094
N 1.7055 -0.6458 1.7174
C 2.1332 0.6104 2.0574
N 1.7054 1.4848 1.1869
H -2.5109 -0.4339 -0.5975
H -1.3848 0.0027 0.5494
H -2.7910 1.1151 0.2161
H -1.6273 2.2366 -1.2725
H -1.3039 0.7830 -2.1920
H 0.5477 2.5076 -1.0130
H 0.9237 0.9452 -1.7457
H 0.8097 -1.4291 -0.0575
H 2.0657 -1.4983 2.1040
H 2.7769 0.7851 2.9004
O -0.4365 -3.3951 -0.6189
H -1.2595 -3.3588 -0.1073
H -0.5213 -3.1213 -1.5392
*
```

The maximum force is 1.188 eV Å⁻¹. The SMILES is CCCc1c[nH]cn1.O. The value obtained for the energy above the lowest of the compared OMol25 structures with the same formula, charge and spin is 84.2 kJ/mol.


DFT (wB97M-V/def2-TZVPD) results for C36H33F3N7O4S2Tl as an isolated structure at a distorted geometry.

Geometry as ORCA input:
```
! RIJCOSX wB97M-V def2-TZVPD def2/J DEFGRID3
* xyz -2 1
Tl -0.0275 -1.0770 -0.6166
N -1.0138 0.7025 1.2266
N -2.4192 0.7425 1.3515
C -3.1653 0.2896 0.2508
N -4.4343 0.8798 0.1395
N -2.6919 -0.6199 -0.5037
N -3.5330 -1.2916 -1.3758
O -4.4519 -0.5543 -2.0176
O -2.6187 -1.9611 -2.3004
H -0.6043 0.2492 2.0344
H -0.6226 1.6270 1.0930
H -2.7803 1.6204 1.6931
H -4.9809 0.7896 0.9893
H -4.8751 0.3979 -0.6634
C 3.1509 4.8016 5.1742
C 2.9638 3.4537 4.5265
C 2.9489 2.2976 5.3048
C 2.7624 1.0564 4.7205
C 2.5802 0.9570 3.3490
C 2.6101 2.0925 2.5596
C 2.8110 3.3330 3.1497
S 2.0390 -0.6540 2.7221
O 0.6791 -0.7023 3.2129
O 2.9160 -1.6442 3.3093
N 2.0838 -0.5470 1.1283
C 3.3417 -0.4667 0.5636
C 4.5476 -0.3761 1.2673
C 5.7913 -0.3627 0.6283
C 5.8989 -0.4221 -0.7323
C 4.7221 -0.4384 -1.5060
C 4.7548 -0.4499 -2.9167
C 3.5899 -0.3967 -3.6246
C 2.3799 -0.3359 -2.9194
N 2.3115 -0.3736 -1.6134
C 3.4437 -0.4338 -0.8789
H 2.6802 4.8238 6.1576
H 2.7175 5.5942 4.5643
H 4.2131 5.0221 5.3085
H 3.0611 2.3781 6.3807
H 2.7396 0.1459 5.3064
H 2.4740 1.9993 1.4887
H 2.8281 4.2245 2.5324
H 4.5300 -0.3557 2.3433
H 6.6878 -0.3189 1.2372
H 6.8641 -0.4383 -1.2258
H 5.7172 -0.4937 -3.4152
H 3.5833 -0.4071 -4.7065
H 1.4329 -0.2675 -3.4442
C -2.5502 -1.3774 -3.5827
S 0.6990 -2.8747 -2.4525
C -0.3462 -4.3083 -2.0319
H -3.5598 -1.1968 -3.9646
H -2.0306 -2.1048 -4.2057
H -1.9885 -0.4362 -3.5853
H -0.3725 -4.9758 -2.8949
H -1.3512 -3.9631 -1.8014
H 0.0769 -4.8323 -1.1755
C -0.5499 -2.4562 0.8982
C -0.9841 -3.2159 1.7326
C -1.4976 -4.0503 2.7664
C -0.7539 -5.1218 3.2711
C -1.2674 -5.9222 4.2778
C -2.5292 -5.6713 4.8007
C -3.2701 -4.6008 4.3153
C -2.7636 -3.7978 3.3080
H 0.2316 -5.3099 2.8663
H -0.6789 -6.7462 4.6651
H -2.9326 -6.3067 5.5805
H -4.2486 -4.3921 4.7322
H -3.3333 -2.9629 2.9220
F -3.3611 5.7358 -6.5666
C -3.9777 4.5949 -6.1746
F -4.1512 3.8650 -7.3094
F -5.2287 4.9605 -5.7957
C -3.2383 3.8560 -5.1197
C -3.8358 2.7510 -4.5109
C -3.1389 2.0042 -3.5832
C -1.8193 2.3545 -3.2498
C -1.2475 3.4921 -3.8327
C -1.9448 4.2290 -4.7710
C -1.0744 1.5062 -2.3855
C -0.4503 0.7192 -1.7037
H -4.8471 2.4733 -4.7822
H -3.5981 1.1351 -3.1053
H -0.2393 3.7730 -3.5574
H -1.4836 5.0837 -5.2476
*
```

The maximum force is 1.554 eV Å⁻¹.


DFT (wB97M-V/def2-TZVPD) results for C22H50N2O30S7 as an isolated structure at a distorted geometry.

Geometry as ORCA input:
```
! RIJCOSX wB97M-V def2-TZVPD def2/J DEFGRID3
* xyz 0 1
C 11.0938 12.9089 12.1516
C 11.1350 13.1001 13.6843
C 11.6248 14.4213 14.1933
O 13.0024 14.4421 13.8210
C 13.5419 15.7639 13.8457
N 9.7708 13.0094 14.0873
H 10.5316 13.6643 11.6027
H 10.6611 11.9500 11.8665
H 12.0610 13.0206 11.6616
H 11.6019 12.2270 14.1401
H 11.4755 14.4441 15.2728
H 11.0219 15.2029 13.7311
H 14.5756 15.5607 13.5659
H 13.4856 16.2269 14.8309
H 13.1682 16.4684 13.1026
H 9.3778 13.9189 13.8913
H 9.7814 12.9552 15.0958
C 6.7407 15.4727 11.5756
C 7.9936 15.0285 10.9616
C 7.8980 13.5940 10.2132
O 9.1940 13.1442 9.7962
C 9.2461 11.9619 9.0720
N 8.4956 16.0402 10.0537
H 6.0706 15.6622 10.7371
H 6.7934 16.4848 11.9769
H 6.4509 14.6693 12.2529
H 8.7274 14.8948 11.7564
H 7.1694 13.5892 9.4025
H 7.5812 12.7346 10.8041
H 10.2973 11.8200 8.8211
H 8.6681 11.9398 8.1481
H 8.9778 11.1257 9.7176
H 9.3718 15.6280 9.7664
H 8.5321 16.9987 10.3700
C 14.1648 17.8418 19.4070
C 14.3142 16.6243 18.5425
O 14.8127 17.0302 17.2903
S 14.3444 18.5768 16.9782
O 13.2623 18.7017 15.9724
O 15.5667 19.3856 16.8151
O 13.6788 18.8209 18.4979
H 15.1044 18.1763 19.8467
H 13.4172 17.7310 20.1925
H 13.3051 16.2123 18.5546
H 14.9846 15.8765 18.9661
C 14.7741 10.0449 14.4772
C 13.5775 9.7530 15.3218
O 12.4275 9.6637 14.5027
S 12.8327 9.0204 12.9967
O 12.0890 9.8094 12.0055
O 12.8004 7.5772 12.8218
O 14.4016 9.4295 13.1233
H 15.7701 9.7138 14.7713
H 14.7558 11.1348 14.4782
H 13.4221 10.3432 16.2248
H 13.6501 8.7921 15.8313
C 15.5842 13.1179 11.8174
C 16.6375 12.1074 11.5112
O 17.4589 12.6693 10.4719
S 17.2468 14.2786 10.3129
O 17.0155 14.7506 8.9209
O 18.2119 15.0652 11.1153
O 15.8679 14.3149 11.1323
H 15.4395 13.2914 12.8837
H 14.5649 12.8803 11.5130
H 16.2272 11.1272 11.2683
H 17.2642 12.0141 12.3981
C 13.4883 14.8366 7.6980
C 12.7702 14.5763 9.0587
O 12.2549 15.7624 9.4478
S 13.2619 16.9820 8.9275
O 14.3282 17.2886 9.9241
O 12.4568 18.0680 8.3172
O 14.0025 16.1023 7.7976
H 12.7433 14.6654 6.9210
H 14.3690 14.1956 7.6591
H 13.5141 14.2108 9.7666
H 11.9050 13.9155 9.0052
C 7.6108 9.9125 13.3315
C 9.0147 10.2049 12.7047
O 9.4448 8.9044 12.2316
S 8.9253 7.7101 13.2871
O 9.7933 7.7303 14.4216
O 8.5798 6.4619 12.6239
O 7.5124 8.5694 13.7544
H 6.9105 10.1047 12.5187
H 7.4398 10.6098 14.1518
H 9.6712 10.5149 13.5176
H 9.0495 10.9384 11.8992
C 14.9646 8.4931 8.3197
C 15.7889 9.7142 7.7953
O 15.4186 10.7873 8.6589
S 13.7994 10.7512 8.7442
O 13.2990 11.1318 7.3771
O 13.2529 11.4054 9.9024
O 13.7999 9.1248 8.9339
H 15.3097 7.7148 9.0003
H 14.5709 8.0218 7.4191
H 15.7395 9.9436 6.7308
H 16.8621 9.6216 7.9619
C 10.3080 15.9146 17.2522
C 10.2557 17.4877 17.1873
O 9.9649 17.7488 15.8456
S 8.7681 16.7227 15.2458
O 8.9776 16.5814 13.7720
O 7.4504 16.9863 15.7931
O 9.5611 15.5243 16.1624
H 9.8508 15.5492 18.1717
H 11.3481 15.6387 17.0784
H 11.2136 17.9533 17.4190
H 9.4210 17.8993 17.7548
*
```

The maximum force is 4.708 eV Å⁻¹. The value obtained for the energy above the lowest of the compared OMol25 structures with the same formula, charge and spin is 383.8 kJ/mol.


DFT (wB97M-V/def2-TZVPD) results for C20H19AuNO3P as an isolated structure.

Geometry as ORCA input:
```
! RIJCOSX wB97M-V def2-TZVPD def2/J DEFGRID3
* xyz 2 3
Au 0.0164 1.0704 -0.8141
O -2.9730 3.1395 1.4644
C -2.0481 2.3816 1.0036
O -1.1464 2.7565 0.2578
C -2.2039 0.9526 1.5025
P -0.5804 0.1076 1.1997
C -0.8880 -1.6319 1.0137
C -2.0565 -2.2403 1.4769
C -2.2119 -3.6109 1.3455
C -1.2110 -4.3677 0.7530
C -0.0478 -3.7672 0.2891
C 0.1197 -2.4000 0.4159
C 0.5343 0.4345 2.5444
C 0.9957 1.7418 2.7618
C 1.8327 1.9989 3.8308
C 2.2217 0.9616 4.6727
C 1.7791 -0.3338 4.4520
C 0.9355 -0.6060 3.3859
H -2.9939 0.4782 0.9126
H -2.4933 0.9080 2.5551
H -2.8403 -1.6658 1.9535
H -3.1105 -4.0878 1.7093
H -1.3390 -5.4370 0.6533
H 0.7264 -4.3662 -0.1686
H 1.0275 -1.9311 0.0553
H 0.7099 2.5503 2.0997
H 2.1886 3.0042 4.0085
H 2.8784 1.1679 5.5071
H 2.0864 -1.1328 5.1118
H 0.5851 -1.6161 3.2184
O 2.0136 0.0747 -1.6415
C 2.1751 0.1773 -3.0637
C 0.9602 0.7868 -3.7073
C 0.8298 0.7355 -5.0862
C -0.2388 1.3746 -5.6881
C -1.1575 2.0483 -4.8909
C -0.9743 2.0398 -3.5298
N 0.0661 1.4193 -2.9392
H 2.8790 0.1875 -1.2300
H 2.3772 -0.8085 -3.4868
H 3.0274 0.8272 -3.2814
H 1.5652 0.2070 -5.6766
H -0.3544 1.3510 -6.7632
H -2.0008 2.5694 -5.3185
H -1.6613 2.5511 -2.8682
*
```

The maximum force is 0.471 eV Å⁻¹. The expectation value of S² is 2.009. The value obtained for the energy above the lowest of the compared OMol25 structures with the same formula, charge and spin is 0.0 kJ/mol.


no.,energy (eV)
1,-11443.7978
2,-90998.3189
3,-163863.6313
4,-41644.7056